Entry i
C7H8 | ωB97M-V/def2-TZVPD

Element x y z (Å)
C  -1.7088  0.9399  1.7155
C  -0.8435  0.5883  0.9564
C  0.1204  0.0404  -0.0235
C  0.2970  1.0150  -1.2044
C  1.4855  -0.2293  0.6382
C  -0.5078  -1.2156  -0.4900
C  -1.1322  -2.1940  -0.8091
H  -2.5024  1.2164  2.3737
H  -0.6628  1.2194  -1.6851
H  0.9767  0.5807  -1.9451
H  0.7220  1.9587  -0.8472
H  1.9154  0.7121  0.9964
H  1.3868  -0.9137  1.4845
H  2.1718  -0.6702  -0.0925
H  -1.7180  -3.0481  -1.0677

Properties
HOMO level = -9.84 eV
LUMO level = 0.95 eV
Total charge = 0
SMILES = C#CC(C)(C)C#C
HOMO-LUMO gap = 10.79 eV

natural (NBO) atomic charge list, values in e, 5 entries: number 1, C, carries -0.216; number 2, C, carries -0.001; number 3, C, carries -0.210; number 4, C, carries -0.571; number 5, C, carries -0.572


Entry ii
C7H8 | ωB97M-V/def2-TZVPD

Element x y z (Å)
C  2.3777  0.2365  -0.0742
C  1.2113  -0.7617  0.0224
C  -0.1951  -0.5859  -0.2012
C  -0.4186  0.9683  -0.1402
C  -1.8733  1.1353  0.0334
C  -2.3881  -0.3076  -0.0276
C  -1.4174  -1.1900  -0.0532
H  3.2634  -0.0169  -0.7649
H  2.6679  0.0925  1.1308
H  2.0925  1.3676  -0.3889
H  1.4092  -1.8094  0.4958
H  0.4505  1.7845  0.0207
H  -2.1588  2.1994  0.2076
H  -3.4156  -0.7000  -0.0252
H  -1.6056  -2.4125  -0.2354

Properties
HOMO level = -8.38 eV
LUMO level = 0.02 eV
Total charge = 0
SMILES = CC=C1C=CC=C1
HOMO-LUMO gap = 8.40 eV

natural (NBO) atomic charge list, values in e, 5 entries: number 1, C, carries -0.669; number 2, C, carries -0.053; number 3, C, carries -0.123; number 4, C, carries -0.214; number 5, C, carries -0.303


Entry iii
C7H8 | ωB97M-V/def2-TZVPD

Element x y z (Å)
C  2.7145  -0.1254  0.9546
C  1.5739  0.1700  0.7035
C  0.1839  0.5118  0.3513
C  0.0360  1.9685  -0.0769
C  -0.2443  -0.4060  -0.7730
C  -1.2548  -1.2173  -0.6735
C  -2.0410  -2.2010  -0.3508
H  3.7270  -0.3875  1.1712
H  -0.4452  0.3149  1.2304
H  0.5742  2.1223  -1.0170
H  -1.0236  2.1803  -0.2468
H  0.4335  2.6531  0.6751
H  0.3637  -0.4353  -1.6721
H  -1.5111  -2.8377  0.3476
H  -3.0867  -2.3106  -0.6236

Properties
HOMO level = -9.36 eV
LUMO level = 1.04 eV
Total charge = 0
SMILES = C#C[C@@H](C)C=C=C
HOMO-LUMO gap = 10.39 eV

natural (NBO) atomic charge list, values in e, 5 entries: number 1, C, carries -0.255; number 2, C, carries 0.015; number 3, C, carries -0.315; number 4, C, carries -0.581; number 5, C, carries -0.273


Energy comparison, zero being the most stable, in kJ/mol: entry i 0.0; entry ii 118.5; entry iii 7.6.